# 1
C3H3DyFO3 | ωB97M-V with the def2-TZVPD basis set

```
11
Properties=species:S:1:pos:R:3
H 2.02825 0.36720 -2.00552
O 0.80920 0.79791 -0.28607
O -0.57803 -0.53611 -1.25501
O -0.60622 -0.33937 1.00451
C 0.93842 0.30493 -2.04747
C 0.45143 -1.09567 -2.16783
C -0.16613 0.00754 -0.08565
H 0.59078 1.00402 -2.81092
F -0.15330 -1.37739 -3.31041
H 0.99488 -1.94398 -1.74665
Dy 0.03991 1.18718 2.92135
```

Calculated values
total charge: +3
electronic energy: -1325.33034 Ha
spin multiplicity: 6
gap between HOMO and LUMO (spin up / spin down): 11.9 / 4.5 eV

# 2
C3H3ErO2 | ωB97M-V with the def2-TZVPD basis set

```
9
Properties=species:S:1:pos:R:3
C -1.52835 -0.30609 0.18714
C -0.19663 -0.17656 -0.39047
H -1.59397 0.04332 1.23494
H -2.11591 0.40430 -0.43977
H -1.99441 -1.28636 -0.02878
O 1.19870 -0.31820 1.06546
C 2.37354 0.16424 0.79188
Er 1.25859 0.82974 -2.05625
O 2.59843 0.64562 -0.36414
```

Calculated values
total charge: +1
electronic energy: -1281.14375 Ha
spin multiplicity: 5
ΔE to the lowest compared entry with this formula, charge and spin: 98.89 kJ/mol
gap between HOMO and LUMO (spin up / spin down): 7.0 / 6.4 eV

# 3
C3H3EuO3 | ωB97M-V with the def2-TZVPD basis set

```
10
Properties=species:S:1:pos:R:3
O 0.01240 -0.68255 -2.69488
O -0.13753 -0.86622 -4.99985
C -0.04626 -0.74251 -3.85489
Eu -1.76764 -1.31480 6.86754
O -1.16211 -0.75313 0.95400
C -0.41566 0.07893 0.89795
H 0.85914 1.27848 1.73909
C 0.70484 0.93015 0.67761
H 1.56726 0.31213 0.38534
H 0.38556 1.75952 0.02808
```

Calculated values
total charge: +3
electronic energy: -1050.98211 Ha
spin multiplicity: 8
ΔE to the lowest compared entry with this formula, charge and spin: 0.00 kJ/mol
gap between HOMO and LUMO (spin up / spin down): 5.0 / 5.3 eV

Molecular weight / g mol⁻¹: 268.6, 238.3, 239.0